(1)
Here is C24H20N4O2S2 in the gas phase at a distorted geometry from OMol25. Energies are from wB97M-V/def2-TZVPD.

Computed properties:
E: -56939.36594 eV
Orbital gap: 8.347 eV
Energy relative to the best compared isomer or geometry (same formula, charge and spin): 0.0 kcal per mole
SMILES string: O=C(Nc1nnc(SCC(=O)N2CCCc3ccccc32)s1)c1cccc2ccccc12
M: 460.58 g mol⁻¹
HOMO level: -8.54 eV

Each line ends with the Mulliken charge.
Cartesian coordinates (Å):
O1 4.5785 0.1018 2.9420  -0.6221
C1 3.4679 -0.1751 2.5618  -0.1566
N1 2.4376 0.7289 2.7472  0.0618
C2 1.1061 0.6360 2.4764  0.3224
N2 0.2891 1.5918 2.7752  -0.6511
N3 -0.9659 1.3587 2.4350  -0.3440
C3 -1.1571 0.2232 1.8679  0.6229
S1 -2.7209 -0.3516 1.4098  -0.1873
C4 -2.3395 -1.4262 -0.0328  -0.1697
C5 -3.1106 -0.9107 -1.2447  0.4931
O2 -3.9573 -1.6048 -1.7680  -0.6568
N4 -2.8608 0.3605 -1.6476  0.0284
C6 -3.9218 1.0819 -2.3306  -0.9977
C7 -4.5815 1.9935 -1.2989  -0.6760
C8 -3.5673 3.0159 -0.7838  -1.0210
C9 -2.1618 2.4830 -0.7165  1.0864
C10 -1.1421 3.2994 -0.2455  -0.6555
C11 0.1727 2.8751 -0.2390  -0.9315
C12 0.4919 1.6243 -0.7399  0.0636
C13 -0.5087 0.7910 -1.2015  -0.7762
C14 -1.8394 1.1977 -1.1562  -0.1962
S2 0.3298 -0.7409 1.7109  0.0984
C15 3.0907 -1.4535 1.8927  -0.2673
C16 2.7888 -2.5559 2.6535  0.0914
C17 2.4082 -3.7573 2.0389  -0.8570
C18 2.3275 -3.8407 0.6773  -0.8567
C19 2.6593 -2.7369 -0.1365  1.0993
C20 2.5961 -2.7996 -1.5444  -0.8227
C21 2.9415 -1.7208 -2.3091  -0.6864
C22 3.3782 -0.5331 -1.7023  -0.3307
C23 3.4395 -0.4340 -0.3396  -1.0779
C24 3.0715 -1.5244 0.4758  1.2720
H1 2.6989 1.5937 3.2126  0.3128
H2 -1.2639 -1.4516 -0.1715  -0.1175
H3 -2.7089 -2.4259 0.1941  0.4997
H4 -4.6249 0.3495 -2.7283  0.4641
H5 -3.4905 1.6619 -3.1508  0.3424
H6 -5.4413 2.5012 -1.7363  0.4244
H7 -4.9379 1.3716 -0.4749  0.2725
H8 -3.8637 3.3702 0.2056  0.3823
H9 -3.5555 3.8870 -1.4469  0.4162
H10 -1.3904 4.2842 0.1207  0.4100
H11 0.9479 3.5222 0.1412  0.3687
H12 1.5181 1.2919 -0.7775  0.2168
H13 -0.2556 -0.1737 -1.6186  0.7002
H14 2.8285 -2.4933 3.7311  0.4781
H15 2.1682 -4.6097 2.6559  0.4109
H16 2.0143 -4.7583 0.2008  0.4412
H17 2.2729 -3.7213 -2.0066  0.4186
H18 2.8899 -1.7761 -3.3863  0.4182
H19 3.6654 0.3037 -2.3219  0.3760
H20 3.7882 0.4753 0.1301  0.4650

Forces on atoms 1 to 3 (eV/Å):
0.230 -0.087 -0.026
-0.331 0.224 0.147
0.723 0.471 0.268

(2)
Here is a molecular structure, C24H21BClCsN10O6 at a distorted geometry from OMol25. Energies are from wB97M-V/def2-TZVPD.

Computed properties:
E: -66162.98225 eV
Orbital gap (spin up / spin down): 7.271 / 6.870 eV
Energy relative to the best compared isomer or geometry (same formula, charge and spin): 34.8 kcal per mole
M: 724.67 g mol⁻¹
Total charge: -1
Multiplicity: 2
HOMO level (spin up / spin down): -5.50 / -6.46 eV

Each line ends with the Mulliken charge.
Cartesian coordinates (Å):
Cs1 0.6741 1.1264 0.4587  1.2888
C1 1.1121 3.3828 -3.9663  -1.0657
C2 1.6871 3.0524 -2.7286  -0.3813
N1 0.8532 2.3448 -1.9877  -0.6733
N2 -0.2724 2.2065 -2.7131  0.8670
C3 -0.1415 2.8175 -3.9087  -0.2713
B1 -1.4747 1.3746 -2.2469  -1.0833
N3 -1.9184 1.8097 -0.8138  2.1458
C4 -2.8839 1.2268 -0.0658  -0.8924
C5 -3.0195 1.9401 1.1018  -0.5498
C6 -2.0762 2.9718 0.9747  -0.7182
N4 -1.4234 2.8925 -0.1731  -0.9965
N5 -1.1325 -0.1309 -2.2782  1.3219
C7 -1.9796 -1.1775 -2.3498  -0.0546
C8 -1.2353 -2.3345 -2.3531  -1.1867
C9 0.0915 -1.8781 -2.2909  -0.4626
N6 0.1484 -0.5579 -2.2467  -0.8970
N7 -2.6699 1.6400 -3.1802  0.8749
C10 -3.5158 2.6916 -3.0850  -0.3666
C11 -4.3165 2.6907 -4.2024  -0.8852
C12 -3.8876 1.5626 -4.9249  -0.3295
N8 -2.8852 0.9502 -4.3169  -1.1241
H1 1.5408 3.9466 -4.7763  0.3844
H2 2.6649 3.3000 -2.3442  0.3994
H3 -0.9415 2.7981 -4.6303  0.3822
H4 -3.4123 0.3568 -0.4203  0.4247
H5 -3.6807 1.7464 1.9279  0.5082
H6 -1.8254 3.7441 1.6836  0.4175
H7 -3.0421 -1.0253 -2.4409  0.5392
H8 -1.5958 -3.3468 -2.4185  0.4161
H9 1.0051 -2.4519 -2.2726  0.4933
H10 -3.4698 3.3602 -2.2410  0.4532
H11 -5.1010 3.3851 -4.4490  0.3939
H12 -4.2582 1.1780 -5.8622  0.4705
O1 -1.5768 -0.5252 6.3441  -0.5751
C13 -0.8329 -0.2250 5.4430  0.3472
C14 -1.0047 0.9360 4.4863  0.1992
O2 -2.0044 1.6072 4.3465  -0.6188
C15 0.2700 1.0787 3.7249  0.2852
C16 1.2112 0.0271 4.1662  1.0724
O3 2.3829 -0.0800 3.8219  -0.7262
C17 0.4896 -0.8867 5.1082  0.1772
O4 0.8705 -1.9676 5.4950  -0.6117
O5 0.4898 1.9051 2.8408  -0.6331
C18 2.5551 -6.2438 1.2590  -1.4784
C19 2.1058 -4.8116 1.2907  1.2547
C20 2.9240 -3.8027 1.7815  -0.9288
C21 2.4701 -2.4922 1.7752  -0.1660
N9 1.2762 -2.1327 1.3127  0.0476
C22 0.4901 -3.0995 0.8452  -0.6556
C23 0.8543 -4.4350 0.8148  -0.6452
H13 3.3491 -6.4232 1.9828  0.3666
H14 2.9394 -6.5004 0.2694  0.2800
H15 1.7277 -6.9189 1.4772  0.3680
H16 3.9044 -4.0290 2.1809  0.3518
H17 3.0847 -1.6980 2.1811  0.3011
H18 -0.4779 -2.7885 0.4678  0.5106
H19 0.1632 -5.1729 0.4264  0.3821
Cl1 3.0181 3.3493 1.3692  -0.1253
C24 3.8982 2.0511 2.1731  0.3580
H20 3.1940 1.4344 2.7514  -0.2370
H21 4.6966 2.4559 2.7912  0.4332
O6 5.4741 0.6461 1.4721  -0.3830
N10 4.4398 1.1487 1.1422  0.2068

Forces on atoms 1 to 3 (eV/Å):
0.837 -1.852 -0.607
-0.063 -0.004 -0.023
-0.029 0.000 -0.026

(3)
Here is C24H21ClN2O4S in the gas phase at a distorted geometry from OMol25. Energies are from wB97M-V/def2-TZVPD.

Computed properties:
E: -59752.11358 eV
Orbital gap: 6.397 eV
Energy relative to the best compared isomer or geometry (same formula, charge and spin): 114.1 kcal per mole
SMILES string: Cc1c([C@@H](c2ccccc2)[C@H](Cl)S(=O)(=O)c2ccc([N+](=O)[O-])cc2)c2ccccc2n1C
M: 468.96 g mol⁻¹
HOMO level: -7.94 eV

Each line ends with the Mulliken charge.
Cartesian coordinates (Å):
C1 -0.7762 -2.0702 -2.0077  -1.8932
C2 0.6046 -1.5402 -1.9353  -0.0356
C3 1.2612 -0.8776 -0.8943  -0.2703
C4 0.6054 -0.5018 0.4203  0.8809
C5 1.5874 -0.5487 1.6173  0.2512
C6 2.6425 -1.4561 1.5747  -0.3078
C7 3.5786 -1.5275 2.6163  -0.8377
C8 3.4178 -0.7392 3.7603  -0.4676
C9 2.3199 0.1121 3.8457  -1.0160
C10 1.4208 0.2036 2.7792  -0.1512
C11 -0.1330 0.7655 0.1908  -0.2847
Cl1 0.9193 2.0724 -0.2498  -0.0713
S1 -1.4845 1.5754 1.5794  1.6466
O1 -0.9698 2.8634 1.9988  -0.6788
O2 -1.4917 0.4941 2.5526  -0.6192
C12 -3.3237 1.8834 1.3390  -0.1790
C13 -3.8450 3.1836 1.2607  -0.3656
C14 -5.2231 3.3866 1.1302  -0.5584
C15 -6.0825 2.2692 1.0969  -0.0040
N1 -7.5006 2.4456 1.0007  0.9425
O3 -8.2290 1.4244 0.9777  -0.5737
O4 -7.9762 3.6020 0.9441  -0.5755
C16 -5.5633 0.9626 1.1791  -0.5901
C17 -4.1883 0.7829 1.3326  -0.4560
C18 2.5858 -0.5575 -1.3795  1.0604
C19 3.7415 0.0131 -0.8351  0.0201
C20 4.9455 -0.0490 -1.5431  -1.0338
C21 5.0193 -0.6086 -2.8343  -0.6449
C22 3.8600 -1.1480 -3.4318  -1.0272
C23 2.6810 -1.0893 -2.7034  0.0225
N2 1.4518 -1.6659 -3.0061  0.1964
C24 1.1112 -2.3008 -4.2704  -0.9315
H1 -1.2389 -2.0520 -1.0156  0.3711
H2 -1.3941 -1.4618 -2.6883  0.3414
H3 -0.7853 -3.1088 -2.3742  0.4847
H4 -0.1661 -1.2716 0.6123  0.5026
H5 2.7553 -2.1187 0.7078  0.4516
H6 4.4206 -2.2141 2.5262  0.4073
H7 4.1410 -0.7917 4.5778  0.3796
H8 2.1341 0.7007 4.7420  0.4216
H9 0.5503 0.8394 2.8798  0.3012
H10 -0.9556 0.6006 -0.5256  0.6204
H11 -3.1974 4.0532 1.3203  0.4667
H12 -5.6598 4.3827 1.0631  0.4604
H13 -6.2513 0.1193 1.1382  0.4498
H14 -3.8062 -0.2261 1.4652  0.4477
H15 3.6893 0.4869 0.1450  0.5272
H16 5.8593 0.3470 -1.0945  0.3881
H17 5.9677 -0.6359 -3.3695  0.3917
H18 3.8731 -1.6159 -4.4158  0.2099
H19 1.9939 -2.2619 -4.9108  0.3420
H20 0.8233 -3.3494 -4.1181  0.3058
H21 0.2802 -1.7817 -4.7708  0.2820

Forces on atoms 1 to 3 (eV/Å):
-0.354 -0.108 -0.040
0.971 0.610 0.802
-0.550 -0.128 -0.911

(4)
Here is a molecular structure, C24H21F2N7O2PmS3 at a distorted geometry from OMol25. Energies are from wB97M-V/def2-TZVPD.

Computed properties:
E: -94245.00299 eV
Orbital gap (spin up / spin down): 6.087 / 6.071 eV
Energy relative to the best compared isomer or geometry (same formula, charge and spin): 10.8 kcal per mole
M: 718.68 g mol⁻¹
Total charge: +1
Multiplicity: 5
HOMO level (spin up / spin down): -10.15 / -10.14 eV

Each line ends with the Mulliken charge.
Cartesian coordinates (Å):
Pm1 -0.5614 0.1112 0.0370  0.7717
F1 -1.9613 4.5856 3.3016  -0.3635
C1 -1.2322 4.2840 2.2256  0.4638
C2 -1.0048 2.9619 1.9385  -0.5623
C3 -0.3042 2.6453 0.7972  0.1662
C4 0.3233 3.5744 -0.0121  0.3295
C5 0.0218 4.9268 0.3533  0.3881
F2 0.4833 5.9364 -0.4254  -0.3360
C6 -0.7833 5.3225 1.4060  -1.0928
C7 1.0553 3.1666 -1.2063  0.5841
C8 2.0625 3.9858 -1.7519  -1.0342
C9 2.9230 3.3941 -2.6992  -0.2847
C10 2.7707 2.0340 -3.0835  -0.9997
C11 1.6348 1.3638 -2.5214  -0.0293
N1 0.8874 1.8958 -1.5839  0.0564
H1 -1.3608 2.1644 2.5827  0.6183
H2 -0.9747 6.3839 1.6021  0.4489
H3 2.0310 5.0533 -1.7158  0.4151
H4 3.6517 4.0804 -3.1477  0.3837
H5 3.3627 1.4701 -3.7791  0.4219
H6 1.3744 0.3675 -2.8717  0.4440
N2 -1.9404 0.5827 -2.3261  -0.5164
H7 -2.5881 1.3108 -2.0191  0.2171
H8 -2.5263 -0.2339 -2.4608  0.2320
H9 -1.5621 0.8882 -3.2495  0.2296
S1 -2.9596 -1.6799 -0.5886  -0.4296
C12 -3.9676 -0.4867 0.1845  0.1100
N3 -5.2740 -0.7627 0.3970  -0.0294
C13 -6.0086 -0.0851 1.3493  -0.2168
C14 -5.5011 1.1157 1.8495  -0.7564
C15 -4.2108 1.4493 1.4294  -0.0790
N4 -3.4369 0.6290 0.7186  0.2344
H10 -5.6114 -1.6593 0.0491  0.2886
H11 -7.0731 -0.3226 1.4739  0.3819
H12 -6.0211 1.7159 2.5855  0.4288
H13 -3.7795 2.4318 1.5954  0.3696
N5 5.2580 -5.6355 -2.0985  -0.5030
C16 4.2656 -4.9217 -1.5147  1.0677
C17 4.5150 -4.2775 -0.2650  -0.8248
C18 3.6568 -3.2692 0.1827  -0.5690
C19 2.4882 -2.9981 -0.5405  -0.2110
C20 2.1800 -3.6720 -1.7098  -0.3099
C21 3.0167 -4.6623 -2.1642  -0.7874
S2 1.4142 -2.0355 0.2281  1.4908
O1 1.8753 -0.6517 -0.1183  -0.5862
O2 0.0060 -2.1926 -0.2350  -0.5496
N6 1.5061 -2.4211 1.7866  -0.5284
C22 0.5456 -1.9187 2.5235  0.4764
S3 0.1859 -2.6188 4.1577  -0.1341
C23 -1.2854 -1.6931 4.1962  -0.5423
C24 -1.3705 -0.8337 3.1326  -0.1860
N7 -0.3161 -0.8443 2.2457  -0.0786
H14 5.9708 -6.0308 -1.4561  0.2480
H15 5.0535 -6.2044 -2.9182  0.2370
H16 5.3049 -4.5766 0.4229  0.2743
H17 3.8736 -2.6202 1.0302  0.4527
H18 1.2617 -3.4274 -2.2609  0.3920
H19 2.7523 -5.1957 -3.0969  0.2309
H20 -1.9047 -1.8187 5.0534  0.4633
H21 -2.1918 -0.0816 2.9846  0.2236

Forces on atoms 1 to 3 (eV/Å):
0.041 2.343 -1.104
-0.390 0.346 0.552
-0.058 0.528 -0.223